1.
Formula: C23H30Cl3N4ORbS3SiTe
Source: the Open Molecules 2025 dataset
Level of theory: wB97M-V/def2-TZVPD

```
67
C23H30Cl3N4ORbS3SiTe wB97M-V/def2-TZVPD
Te 1.9659 -6.4092 -2.0240
Rb -0.6615 0.2391 0.6120
Cl -6.7999 -0.6824 -2.5985
Cl -7.0118 1.7995 -0.4362
Cl -4.9718 2.0341 -3.0206
S 1.9491 0.0977 2.5801
S 4.4425 -4.3985 -3.0086
S 0.6607 -3.1506 1.7007
Si -5.4600 0.5748 -1.4161
O -0.6870 -2.4949 1.6295
N 3.3380 1.8743 3.9336
N -1.7320 2.9802 0.4762
N 1.4553 2.7747 3.1121
N 0.3327 2.6878 2.3426
C 3.5094 -5.0157 -1.6946
C -1.6349 3.7749 1.5493
C 2.1799 1.6788 3.2032
C -3.8678 4.5922 1.1956
C -0.0869 -1.5364 -2.2702
C 3.9395 -4.4311 -0.5312
C -0.3731 3.7615 2.3327
C -2.6952 4.5988 1.9328
C 0.3733 -4.8868 1.3845
C 5.0043 -3.5003 -0.7020
C 2.3662 -1.2933 -1.7493
C 5.3998 -3.3868 -1.9995
C -2.8617 2.9915 -0.2274
C 1.0310 -3.2980 3.4488
C 1.0268 -0.7123 -2.1226
C -0.3620 1.2048 -2.6783
C 0.8704 0.6576 -2.3289
C -2.5233 -1.9277 -2.7607
C 0.0086 5.0014 3.0979
C -1.4574 0.3560 -2.8173
C -0.5088 2.6903 -2.8830
C -1.3327 -1.0177 -2.6166
C -3.9611 3.7782 0.0807
H 3.3267 2.6840 4.5336
H 1.7273 1.3125 -2.1993
H -4.7049 5.2110 1.4955
H -2.4257 0.7692 -3.0839
H 3.4939 -4.6609 0.4274
H 0.1844 -3.7758 3.9428
H -0.2208 4.8966 4.1624
H 2.2606 -2.2332 -1.2057
H -0.3276 3.2282 -1.9499
H 1.2670 -5.4559 1.6391
H 3.7557 1.0338 4.2921
H -0.4875 -5.2041 1.9751
H 2.9571 -1.5142 -2.6417
H -2.6070 5.2177 2.8151
H 2.9371 -0.6024 -1.1275
H 0.0244 -2.6053 -2.1101
H 5.4466 -2.9363 0.1090
H -3.4044 -1.3810 -3.0953
H 0.2069 3.0540 -3.6237
H 1.1836 -2.2843 3.8166
H 6.1724 -2.7519 -2.4044
H -2.8996 2.3345 -1.0910
H -0.5057 5.8811 2.7125
H -1.5135 2.9394 -3.2255
H 1.9437 -3.8813 3.5722
H -4.8539 3.7208 -0.5262
H 1.0854 5.1422 3.0280
H -2.3131 -2.7262 -3.4746
H 0.1939 -5.0174 0.3180
H -2.7674 -2.4010 -1.8076
```

The calculation puts the highest occupied orbital energy at -1.688 eV. The electronic energy is -4345.6912 Eh. As for the relative energy (zero: lowest compared OMol25 entry of this formula, charge and spin): 0.0000 eV. Its LUMO energy is 3.612 eV. The largest force on an atom comes out at 0.121 eV/Å. Its charge is -2.

Just the Löwdin charges please, in e? Sure, here they are: 0.295 0.688 -0.086 -0.083 -0.044 0.438 0.827 0.751 -0.422 -0.653 0.012 0.040 -0.060 0.005 -1.148 -0.242 -0.941 -0.064 -0.029 -0.303 -0.303 -0.033 -0.277 -0.236 -0.034 -0.477 -0.166 -0.273 -0.294 -0.296 -0.054 -0.040 -0.065 -0.042 -0.050 -0.276 -0.077 0.070 0.124 0.103 0.068 0.072 0.056 0.078 0.065 0.071 0.045 0.046 0.057 0.080 0.100 0.084 0.128 0.091 0.055 0.077 -0.009 0.044 0.047 0.061 0.072 0.055 0.049 0.060 0.084 -0.006 0.087

***

2.
Formula: C29H46AsBrN3O4PbS3Si3
Source: the Open Molecules 2025 dataset
Level of theory: wB97M-V/def2-TZVPD

```
91
C29H46AsBrN3O4PbS3Si3 wB97M-V/def2-TZVPD
Pb 0.4937 -0.7682 -0.9705
Br 1.9160 -3.8438 -1.7076
As -3.2004 -1.8156 1.6177
S 0.6048 0.2006 2.8227
S -1.6023 3.0227 1.1016
S -0.0222 -0.8794 -3.5637
Si -3.5750 -2.7859 -0.5750
Si -2.8428 -3.5639 3.2391
Si -4.4891 0.1051 2.3199
O -1.5580 0.3469 -1.3405
O 2.8127 -0.0446 -1.4499
O 5.5163 -2.9092 1.8621
O 1.1964 1.4391 -1.2447
N 1.5136 -3.4753 0.9944
N -1.5142 -1.1125 1.6443
N -1.5932 1.0330 -2.4855
C -2.2876 2.1909 -2.4817
C -0.9601 0.5732 -3.5966
C 0.1273 3.5192 1.1410
C 3.2300 -3.0421 2.6166
C 3.8181 -3.3418 0.3132
C 2.4274 1.1483 -1.4411
C -1.9578 -3.4603 -1.1770
C 1.9164 -3.2399 2.2458
C -0.6280 -0.5163 2.1675
C 5.6583 2.9954 -2.0059
C 2.4702 -3.5209 0.0838
C -1.6317 -4.6893 2.3918
C 4.7492 1.9672 -1.8164
C -4.7948 -4.1184 -0.0946
C -2.4257 2.9404 -3.6173
C -1.0986 1.3254 -4.7708
C 3.8710 4.6042 -1.8758
C 2.9601 3.5776 -1.6844
C -2.1167 -2.6789 4.7063
C 3.3992 2.2579 -1.6516
C 4.2056 -3.0913 1.6240
C -1.8232 2.4917 -4.7921
C -3.4504 0.9382 3.6088
C -2.3210 4.3491 2.0904
C -6.0692 -0.6198 2.9867
C -4.6849 1.1254 0.7793
C -4.4821 -4.3556 3.6209
C -4.3344 -1.5177 -1.6878
C 5.2195 4.3126 -2.0345
H 0.2504 4.5112 0.7078
H -4.8901 -4.8926 2.7648
H 5.9307 5.1147 -2.1844
H 6.7092 2.7719 -2.1343
H -1.0954 -2.3441 4.5149
H 1.1374 -3.2040 2.9998
H -6.7709 0.1873 3.2122
H -2.6824 2.4679 -1.5171
H -5.2225 -3.6270 3.9557
H -2.7106 -1.8110 4.9950
H -2.9856 3.8626 -3.5758
H -4.9043 2.1613 1.0494
H -0.5976 0.9568 -5.6537
H 3.5326 5.6318 -1.9052
H 1.9043 3.7823 -1.5665
H -5.2493 -1.0875 -1.2800
H -5.3068 -4.4705 -0.9936
H -1.9104 3.0606 -5.7075
H 0.5047 3.5093 2.1628
H -3.2399 0.2942 4.4631
H -3.6151 -0.7210 -1.8820
H -5.5653 -3.7621 0.5935
H 5.6715 -2.7364 2.7979
H -1.2448 -3.7029 -0.3864
H -1.2282 -5.4053 3.1129
H -5.8985 -1.1749 3.9106
H 5.0661 0.9334 -1.7952
H 0.6712 2.7979 0.5331
H -2.1520 -4.3760 -1.7432
H -4.3447 -5.0778 4.4295
H -2.1051 -5.2617 1.5916
H -6.5565 -1.2820 2.2680
H -3.3887 4.1542 2.1806
H -2.0941 -3.3586 5.5620
H -4.5857 -2.0049 -2.6344
H 3.4865 -2.8497 3.6505
H -3.9937 1.8128 3.9791
H -4.2962 -4.9768 0.3586
H 4.5452 -3.3766 -0.4834
H -0.7906 -4.1406 1.9583
H -2.1820 5.3139 1.6049
H -2.5086 1.2899 3.1838
H -1.4944 -2.7487 -1.8639
H -5.4943 0.7643 0.1445
H -1.8804 4.3761 3.0873
H -3.7521 1.1149 0.2068
```

The calculation puts the highest occupied orbital energy at -10.207 eV. The electronic energy is -8663.5215 Eh. As for the relative energy (zero: lowest compared OMol25 entry of this formula, charge and spin): 0.1805 eV. Its LUMO energy is -2.431 eV. The largest force on an atom comes out at 0.340 eV/Å. Its charge is +1.

Just the Löwdin charges please, in e? Sure, here they are: 1.159 0.769 1.066 0.754 0.743 0.607 0.406 0.395 0.398 -0.370 -0.119 0.099 -0.186 0.014 -0.217 -0.203 -0.026 -0.641 -0.401 0.006 -0.028 -0.628 -0.209 -0.160 -0.958 -0.071 -0.757 -0.195 -0.014 -0.213 -0.040 -0.076 -0.074 -0.022 -0.190 -0.137 -0.301 -0.050 -0.196 -0.400 -0.205 -0.204 -0.192 -0.185 -0.079 0.043 0.022 0.105 0.105 0.025 0.095 0.045 0.087 0.026 0.018 0.113 0.041 0.110 0.104 0.107 0.027 0.047 0.116 0.035 0.024 0.014 0.028 0.121 0.007 0.051 0.027 0.117 -0.002 0.056 0.047 0.033 0.033 0.020 0.047 0.053 0.120 0.051 0.026 0.124 -0.001 0.038 -0.013 -0.030 0.032 0.042 -0.005

***

3.
Formula: C34H19Cl4CrN4O4P
Source: the Open Molecules 2025 dataset
Level of theory: wB97M-V/def2-TZVPD

```
67
C34H19Cl4CrN4O4P wB97M-V/def2-TZVPD
Cr 0.5377 1.2447 1.0196
Cl 4.5016 -1.1612 -0.8219
Cl 7.1385 -0.3421 0.6779
Cl 7.0221 1.7500 2.9672
Cl 4.3002 3.0194 3.8067
P -0.7597 -0.0565 -0.5761
O -0.9969 2.0271 1.9972
O -2.3927 1.7395 3.7148
O 2.1165 0.3346 0.1965
O 2.0039 1.9815 2.1474
N 0.4281 2.7109 -0.1751
N -0.4363 6.4301 -2.6024
N -3.2788 3.0944 -2.2259
N 0.2599 -0.1725 2.3956
C -0.2177 3.4391 -0.8203
C -0.6486 1.4747 -4.9061
C 5.5778 1.3098 2.1394
C -3.0047 -1.7778 -0.8165
C -1.7666 0.7770 -4.4802
C -0.1279 -2.6858 0.0688
C 1.1210 -1.7769 -1.7653
C -1.4529 1.4045 3.0069
C 3.2423 0.5902 0.7775
C -0.3962 -1.9561 4.4398
C 0.5974 -3.8590 -0.0197
C 0.6650 -2.2065 3.5774
C 1.8497 -2.9482 -1.8462
C -3.2847 0.2106 0.5064
C -1.8472 0.3142 -3.1770
C 5.6339 0.3769 1.1104
C 0.3467 1.2088 -2.7411
C -0.7025 5.3975 -2.1661
C -2.4773 -0.6034 -0.2811
C -4.3169 -2.1299 -0.5566
C 0.4074 1.6894 -4.0349
C -1.0392 4.1567 -1.6356
C -2.2723 3.5799 -1.9443
C -0.7349 0.0914 3.2599
C -1.0911 -0.7681 4.2850
C 4.4684 0.0179 0.4365
C 3.1765 1.5337 1.8629
C -4.5904 -0.1574 0.7799
C 0.1175 -1.6368 -0.8127
C -0.7916 0.5352 -2.2996
C 1.5893 -3.9933 -0.9770
C 0.9550 -1.2966 2.5793
C -5.1070 -1.3275 0.2516
C 4.3627 1.8803 2.5173
H -2.5841 0.6017 -5.1658
H -2.7318 -0.2127 -2.8491
H 2.1683 -4.9018 -1.0305
H 1.2777 2.2394 -4.3603
H -2.8910 1.1350 0.9039
H 2.6302 -3.0343 -2.5864
H 0.3933 -4.6628 0.6722
H -6.1234 -1.6197 0.4736
H 1.2585 -3.1008 3.6754
H -0.5923 1.8536 -5.9167
H 1.1762 1.3615 -2.0604
H -0.8962 -2.5796 0.8246
H 1.7683 -1.4691 1.8872
H -0.6623 -2.6645 5.2092
H -2.3852 -2.4147 -1.4330
H -4.7270 -3.0327 -0.9874
H -1.8994 -0.4737 4.9356
H 1.3395 -0.9638 -2.4403
H -5.2019 0.4740 1.4057
```

The calculation puts the highest occupied orbital energy (alpha / beta) at -4.719 / -4.855 eV. The electronic energy is -5053.8585 Eh. As for the relative energy (zero: lowest compared OMol25 entry of this formula, charge and spin): 0.8095 eV. Its LUMO energy (alpha / beta) is 1.865 / 1.523 eV. The expectation value of S² is 3.78. The spin multiplicity is 4. The largest force on an atom comes out at 2.529 eV/Å. Its charge is -1.

Just the Löwdin charges please, in e? Sure, here they are: 0.731 0.710 0.631 0.634 0.682 1.140 -0.101 0.067 -0.200 -0.137 0.084 0.121 0.152 0.021 -0.114 -0.078 -0.730 -0.106 -0.080 -0.126 -0.082 -0.601 -0.389 -0.034 -0.085 -0.035 -0.107 -0.066 -0.078 -0.733 -0.132 -0.247 -0.334 -0.081 -0.065 -0.271 -0.239 -0.139 0.022 -0.612 -0.386 -0.059 -0.333 -0.337 -0.084 -0.087 -0.083 -0.623 0.103 0.098 0.100 0.109 0.096 0.099 0.101 0.100 0.110 0.101 0.097 0.108 0.128 0.108 0.111 0.101 0.122 0.098 0.110

***

4.
Formula: C2H8N3
Source: the Open Molecules 2025 dataset
Level of theory: wB97M-V/def2-TZVPD

```
13
C2H8N3 wB97M-V/def2-TZVPD
N -1.8096 0.2212 0.4564
N 1.0803 0.4769 0.2782
N 1.9801 -0.8646 -1.4342
C 1.7473 0.2793 -0.8509
C -2.6067 0.2655 1.4546
H -1.7875 -0.6483 -0.0808
H -2.6948 -0.2470 2.4190
H 2.5579 -0.8624 -2.2700
H 0.0644 0.4342 0.3917
H 2.1437 1.0612 -1.5190
H 1.4852 0.4700 1.2033
H 1.2620 -1.5905 -1.4102
H -3.4224 1.0045 1.3619
```

The calculation puts the highest occupied orbital energy at -12.516 eV. The electronic energy is -244.8899 Eh. As for the relative energy (zero: lowest compared OMol25 entry of this formula, charge and spin): 4.8346 eV. Its LUMO energy is -5.502 eV. The largest force on an atom comes out at 2.083 eV/Å. Its charge is +1.

Just the Löwdin charges please, in e? Sure, here they are: -0.051 0.119 0.242 -0.145 -0.057 0.070 0.081 0.148 0.049 0.162 0.137 0.162 0.082